The following is a quantum chemistry calculation of CH3I2NS as an isolated structure in a non-equilibrium geometry, from the OMol25 dataset.

Geometry as XYZ:
```
8
Properties=species:S:1:pos:R:3:forces:R:3
C 0.081550 0.160824 -0.510148 0.20 0.44 -2.85
N -3.088474 -0.156427 0.409911 3.09 0.17 -1.69
S -1.592581 0.354394 -1.199665 -0.83 -1.07 1.83
I -4.145827 1.522079 0.279672 -1.06 1.12 0.15
I -4.093122 -1.817606 -0.182933 -0.14 -0.34 -0.20
H 0.366274 -0.738105 -0.059715 -0.12 -1.85 0.27
H 0.350155 0.890324 0.164541 0.10 1.98 1.55
H 0.797057 0.348045 -1.394768 -1.25 -0.44 0.94
```
Forces are in eV/Å.

- gap between HOMO and LUMO (spin up / spin down) (eV) = 7.19 / 7.19
- strongest force on any atom (eV/A) = 3.53
- energy relative to the best compared isomer or geometry (same formula, charge and spin) (kJ/mol) = 224.0
- energy (eV) = -29608.652

Atomic partial charges in e from the natural (NBO) method, atoms 1 to 5: -0.758 -0.924 0.273 0.369 0.354